Molecular formula: C41H30Cl3GeO4PdS3
Method: DFT, ωB97M-V/def2-TZVPD

The charge is +2. As for the gap between HOMO and LUMO (spin up / spin down): 6.597 / 4.890 eV. Its multiplicity is 2. The expectation value of S² is 0.776. The total energy comes out at -6660.91538 Ha.

XYZ file:
```
83
C41H30Cl3GeO4PdS3 (ωB97M-V/def2-TZVPD)
Pd -1.6533 1.1782 -0.7367
C -4.4020 -3.7055 -4.7926
C -3.4208 -2.8262 -4.0770
C -3.4283 -2.7313 -2.6825
C -2.5147 -1.9392 -2.0141
C -1.5737 -1.2381 -2.7625
C -1.5455 -1.2952 -4.1507
C -2.4720 -2.0970 -4.7940
S -0.4168 -0.1653 -1.9899
O 0.3770 0.5241 -2.9989
C 0.6337 -1.1782 -0.9919
C 0.9532 -2.4518 -1.5187
C 1.9544 -3.1721 -0.9441
C 2.6949 -2.6492 0.1423
C 3.7741 -3.3742 0.7025
C 4.5153 -2.8417 1.7162
C 4.2063 -1.5613 2.2243
C 3.1583 -0.8479 1.7206
C 2.3700 -1.3717 0.6631
C 1.2850 -0.6397 0.0915
C 1.0038 0.7115 0.6607
C 1.8045 1.8116 0.2405
C 2.7531 1.6824 -0.8075
C 3.5013 2.7541 -1.1965
C 3.3521 4.0066 -0.5578
C 2.4513 4.1613 0.4548
C 1.6522 3.0709 0.8788
C 0.7188 3.2135 1.9313
C -0.0791 2.1700 2.3004
C 0.0610 0.9211 1.6536
S -1.2677 -0.2116 2.0182
O -1.9841 -0.3853 0.6535
C -0.5207 -1.7786 2.3731
C 0.3410 -1.8369 3.4590
C 0.8828 -3.0591 3.8136
C 0.5499 -4.2230 3.1217
C 1.1234 -5.5497 3.5263
C -0.3545 -4.1337 2.0651
C -0.8968 -2.9185 1.6833
H -5.2521 -3.9540 -4.1606
H -3.9203 -4.6394 -5.0891
H -4.7684 -3.2268 -5.6998
H -4.1662 -3.2846 -2.1155
H -2.5397 -1.8531 -0.9355
H -0.8083 -0.7319 -4.7066
H -2.4600 -2.1559 -5.8749
H 0.4202 -2.8327 -2.3786
H 2.2169 -4.1461 -1.3378
H 4.0120 -4.3500 0.2975
H 5.3498 -3.3937 2.1278
H 4.8087 -1.1441 3.0203
H 2.9356 0.1309 2.1247
H 2.8734 0.7292 -1.3053
H 4.2197 2.6468 -1.9979
H 3.9653 4.8406 -0.8721
H 2.3433 5.1136 0.9596
H 0.6330 4.1686 2.4352
H -0.8264 2.2868 3.0764
H 0.6030 -0.9433 4.0148
H 1.5738 -3.1119 4.6456
H 2.0487 -5.4280 4.0869
H 1.3235 -6.1744 2.6560
H 0.4187 -6.0902 4.1612
H -0.6373 -5.0315 1.5286
H -1.6002 -2.8588 0.8657
O -2.5887 4.0285 2.0587
C -2.2635 3.7188 0.9524
O -2.8117 2.5908 0.3867
C -1.3618 4.5365 0.0920
C -0.9828 5.7369 0.6605
C -0.2449 6.6842 -0.0533
C 0.1011 6.4478 -1.3743
C -0.2656 5.2567 -1.9684
C -0.9755 4.2669 -1.2501
S -1.1814 2.8401 -2.1671
H -1.2965 5.9451 1.6743
H 0.0323 7.6135 0.4259
H 0.6519 7.1857 -1.9408
H 0.0088 5.0518 -2.9954
Cl -4.0757 1.1713 2.9928
Ge -4.4288 2.0297 1.1192
Cl -5.6913 3.6916 1.1181
Cl -4.9802 0.6149 -0.3366
```